No. 1
88
Properties=species:S:1:pos:R:3:forces:R:3 method="wB97M-V/def2-TZVPD" homo_ev="-8.7 / -10.6" molar_mass_g_mol=670.76 e_tot_ev=-92996.94744 homo_lumo_gap_ev="6.17 / 7.85" lumo_ev="-2.532 / -2.743" charge=+1 spin_multiplicity=3 s_squared=2.03
Ti -0.078 -0.733 -0.168 -2.065 0.351 1.468
C -3.306 -2.652 -0.193 -0.092 0.045 -0.210
C -3.783 -1.812 -1.401 0.412 0.084 0.441
N -3.553 -0.398 -1.190 -0.206 0.170 -0.160
C -4.711 0.309 -0.664 0.254 -0.134 0.171
C -5.028 -0.026 0.796 0.231 0.064 0.046
S -3.640 0.151 1.970 0.106 0.077 0.008
C -3.394 -1.542 2.587 0.044 0.191 -0.278
C -2.254 -2.372 1.972 0.015 0.076 0.123
N -2.075 -2.205 0.519 0.006 0.094 -0.264
H -4.115 -2.654 0.533 0.091 -0.085 0.030
H -3.191 -3.693 -0.512 -0.037 -0.030 0.008
H -3.274 -2.132 -2.301 0.136 -0.006 -0.154
H -4.852 -2.009 -1.548 -0.028 -0.217 -0.009
H -3.250 0.051 -2.044 0.012 -0.043 0.032
H -4.518 1.373 -0.773 0.017 0.155 0.088
H -5.621 0.077 -1.238 -0.044 0.080 -0.031
H -5.815 0.638 1.154 -0.071 -0.051 -0.082
H -5.398 -1.046 0.891 -0.080 0.035 -0.008
H -3.212 -1.448 3.657 -0.001 -0.082 0.021
H -4.355 -2.041 2.472 0.022 -0.078 0.131
H -1.306 -2.121 2.446 -0.044 0.006 0.063
H -2.484 -3.417 2.222 0.110 -0.032 -0.012
H -1.309 -2.815 0.246 -0.194 -0.303 0.134
N 2.776 -3.931 0.144 -0.205 -0.069 -0.050
C 1.610 -3.625 -0.416 -0.033 -0.215 -0.008
N 1.126 -2.547 0.167 0.469 0.261 0.362
C 2.091 -2.216 1.101 -0.029 -0.683 -0.278
N 3.112 -3.047 1.100 0.083 0.209 0.239
C 1.776 -1.154 2.003 -0.040 0.283 0.561
C 2.458 -0.891 3.186 -0.060 -0.133 -0.301
N 1.969 -0.131 4.148 0.012 0.129 0.247
C 0.707 0.322 3.939 0.113 -0.033 -0.172
C 0.033 0.149 2.766 -0.118 0.197 0.224
N 0.571 -0.522 1.698 0.897 -0.226 0.811
H 3.398 -4.693 -0.068 -0.009 -0.065 -0.033
H 1.151 -4.185 -1.215 0.044 0.036 -0.051
H 3.429 -1.344 3.353 -0.018 -0.046 -0.055
H 0.243 0.846 4.765 -0.058 0.020 -0.045
H -0.962 0.538 2.636 -0.165 0.071 -0.099
C 1.789 3.594 -1.969 0.043 -0.019 0.152
C 2.154 3.149 -0.547 -0.024 -0.016 -0.122
C 3.103 1.980 -0.536 -0.173 0.003 0.061
C 4.428 2.253 -0.215 -0.006 -0.046 -0.063
C 5.417 1.293 -0.321 0.064 -0.020 -0.023
C 5.088 0.051 -0.823 0.015 0.020 0.026
C 3.778 -0.260 -1.171 -0.150 -0.104 0.047
C 3.557 -1.581 -1.870 0.094 0.120 -0.154
C 4.066 -1.530 -3.317 -0.087 -0.054 0.094
C 2.757 0.680 -0.949 0.418 0.188 0.045
N 1.404 0.230 -1.210 0.876 0.556 -1.444
C 1.075 0.151 -2.475 0.614 0.080 0.284
C 0.108 -0.794 -2.889 -0.332 -0.138 -0.369
C -0.145 -1.336 -4.154 0.175 0.289 0.191
C -0.750 -2.572 -3.934 -0.178 -0.134 0.101
C -0.855 -2.726 -2.553 -0.091 -0.033 -0.160
N -0.369 -1.651 -1.906 -0.184 -0.554 -1.396
H 1.347 4.591 -1.953 -0.014 -0.008 -0.035
H 1.055 2.919 -2.404 -0.022 -0.032 -0.072
H 2.674 3.618 -2.607 -0.018 0.044 -0.012
H 1.236 2.909 -0.026 -0.124 -0.023 0.075
H 2.633 3.979 -0.026 -0.009 -0.021 0.042
H 4.686 3.258 0.098 -0.012 -0.008 0.026
H 6.441 1.528 -0.062 -0.013 -0.009 0.032
H 5.856 -0.700 -0.967 0.008 0.010 -0.010
H 2.504 -1.855 -1.883 0.060 -0.022 0.038
H 4.110 -2.354 -1.334 -0.044 0.019 -0.016
H 3.561 -0.742 -3.878 0.011 -0.003 -0.034
H 3.882 -2.480 -3.821 0.015 0.017 -0.029
H 5.136 -1.327 -3.347 0.005 0.027 -0.015
H 1.659 0.675 -3.228 0.001 0.050 0.002
H 0.131 -0.896 -5.100 -0.001 -0.008 0.005
H -1.090 -3.274 -4.678 0.059 -0.012 -0.003
H -1.249 -3.579 -2.016 -0.124 0.077 0.009
C -3.110 4.333 2.189 0.061 0.025 0.123
N -2.428 3.705 1.061 -0.064 0.048 0.055
C -1.321 2.949 1.071 -0.020 -0.037 -0.097
S -1.073 1.894 -0.252 -0.253 -0.208 -0.283
N -0.400 3.057 2.022 -0.078 -0.031 0.141
C -0.347 3.923 3.191 -0.038 0.073 0.053
H -4.031 4.773 1.816 0.005 -0.011 -0.034
H -2.518 5.126 2.638 -0.103 0.007 -0.057
H -3.367 3.594 2.952 -0.020 0.025 -0.023
H -2.994 3.539 0.247 -0.034 -0.097 -0.035
H 0.379 2.435 1.900 0.083 -0.106 -0.002
H -0.377 4.975 2.910 0.042 -0.031 -0.012
H 0.599 3.733 3.693 0.011 -0.013 -0.013
H -1.154 3.710 3.892 0.074 0.020 -0.001

---

No. 2
90
Properties=species:S:1:pos:R:3:forces:R:3 method="wB97M-V/def2-TZVPD" homo_ev=-11.5 molar_mass_g_mol=654.69 e_tot_ev=-62881.02228 homo_lumo_gap_ev=7.39 lumo_ev=-4.093 charge=+1
C -0.029 -2.252 6.126 -1.531 1.695 -4.066
C 1.274 -1.477 5.789 1.529 0.119 4.525
O 2.001 -1.043 6.656 -1.165 -0.502 -1.954
N 1.694 -1.260 4.371 -2.064 -5.676 -0.672
H 1.571 -2.236 3.898 -0.013 2.174 0.832
H 0.962 -0.681 4.091 -2.616 2.074 -1.591
C 2.913 -0.708 3.984 3.543 -3.460 -3.636
H -0.896 -1.694 5.434 2.095 -1.786 1.322
H -0.442 -2.058 7.101 0.784 -0.087 0.590
H 0.069 -3.338 5.856 -0.257 1.069 0.307
H 3.687 -1.427 4.230 0.313 0.073 0.617
H 3.066 0.126 4.472 0.920 4.439 2.272
H 3.146 -0.615 2.860 -1.526 0.187 1.510
C 0.461 -5.020 -0.919 3.334 7.193 13.189
C 0.509 -3.485 -0.942 -2.341 3.015 -5.013
O 0.476 -2.830 -2.005 -1.690 -4.180 7.266
N 0.024 -2.567 0.241 0.850 -1.724 1.204
H 0.404 -2.965 1.090 1.231 0.594 0.236
H 0.247 -1.552 0.096 0.770 -0.949 -0.232
C -1.396 -2.666 0.577 -2.541 -0.470 -5.123
H -0.258 -5.298 -0.231 -2.714 -0.255 1.138
H 1.193 -5.436 -0.291 2.291 -0.665 -0.420
H 0.246 -5.300 -1.715 -2.568 -4.876 -13.055
H -1.665 -3.706 0.852 -0.052 0.506 -0.948
H -1.986 -2.108 -0.355 1.196 -2.197 2.227
H -1.718 -2.112 1.366 0.040 2.042 2.554
N 0.019 0.412 0.187 -3.515 -1.100 2.375
O -0.023 -0.075 -0.951 0.785 0.769 0.268
O -1.029 1.010 0.626 2.582 -0.103 -0.438
O 0.856 -0.021 1.054 0.017 0.825 -1.124
C -4.676 0.972 1.303 3.712 -0.502 2.329
C -4.248 1.858 0.149 -3.414 2.146 1.716
C -5.507 2.758 -0.304 2.177 -0.274 1.234
O -3.156 2.673 0.343 2.096 0.808 1.166
H -3.745 0.136 1.536 -2.794 1.820 -0.770
H -5.648 0.549 1.074 0.115 -0.441 0.440
H -4.635 1.590 2.297 -0.579 -1.008 -1.843
H -3.938 1.368 -0.655 0.313 -3.334 -3.595
H -5.580 3.544 0.536 -0.112 -0.744 -1.865
H -6.416 2.166 -0.368 -0.041 -0.039 0.182
H -5.235 3.054 -1.337 -0.441 0.779 0.831
H -2.337 2.109 0.265 -1.306 0.901 0.208
C -1.362 1.662 5.432 -2.197 -1.618 1.717
C -0.714 1.743 4.050 -4.052 3.037 -0.469
C 0.192 2.964 3.886 1.136 -4.807 -2.133
O 0.001 0.674 3.645 0.504 -3.893 8.631
H -1.783 2.648 5.869 0.926 -1.511 -1.174
H -0.527 1.333 6.087 -0.785 -0.028 0.329
H -2.446 0.836 5.592 3.693 2.321 -0.778
H -1.598 1.767 3.338 0.889 0.651 0.483
H 0.983 2.831 4.652 0.948 -0.580 -1.441
H -0.193 3.700 4.381 -3.119 5.250 1.552
H 0.299 3.008 2.745 0.877 0.755 1.993
H 0.111 0.704 2.802 1.130 0.279 -8.888
C -0.861 2.960 -2.163 -4.291 -0.696 -1.611
C -2.158 2.744 -2.875 5.351 1.044 0.465
C -2.261 3.031 -4.384 -1.413 -0.480 -0.118
O -3.321 3.031 -5.080 3.741 -0.039 2.772
C -0.937 3.362 -5.006 2.851 2.272 0.521
C 0.289 3.762 -4.348 -4.892 -2.201 -0.150
C 0.371 3.517 -2.886 1.894 1.720 3.873
O 1.361 3.896 -2.123 -3.851 -1.806 -3.630
H -0.801 2.791 -1.015 0.020 0.315 -2.427
H -2.989 2.237 -2.466 -0.766 -0.047 0.907
H -1.125 3.566 -6.066 0.660 -0.040 0.207
H 1.095 4.309 -4.757 0.669 0.118 -0.892
C -0.148 -1.802 -5.978 3.727 -2.038 -0.111
C 0.940 -2.653 -5.468 -3.442 2.716 0.422
C 1.293 -2.299 -3.976 0.532 -0.233 -5.661
O 2.030 -3.020 -3.378 2.268 -0.510 -0.166
C 0.775 -1.040 -3.494 -5.538 3.550 1.567
C -0.368 -0.269 -3.961 4.942 -0.440 2.219
C -0.785 -0.528 -5.329 -0.669 -1.495 0.306
O -1.707 0.090 -5.820 0.711 -0.411 -0.603
H -0.427 -1.916 -7.034 -0.164 -0.113 0.502
H 1.479 -3.585 -5.923 -1.395 2.077 0.570
H 0.840 -0.919 -2.389 0.486 0.329 -2.257
H -0.693 0.677 -3.322 0.393 -2.402 -1.570
C 6.039 -0.195 -1.832 0.629 -6.809 4.983
C 5.552 -1.383 -1.079 -1.811 5.543 -4.400
C 4.029 -1.761 -1.055 0.796 2.312 -0.519
O 3.592 -2.752 -0.511 0.215 -0.101 0.171
C 3.123 -0.729 -1.688 1.638 3.480 -0.894
C 3.696 0.401 -2.407 -4.355 -4.060 -1.457
C 5.168 0.533 -2.598 -1.368 5.129 -3.575
O 5.656 1.442 -3.351 -1.740 -2.641 1.839
H 7.070 0.176 -1.850 -0.308 -0.606 0.245
H 6.085 -1.994 -0.480 2.281 -1.732 1.687
H 2.008 -0.748 -1.493 2.272 -0.226 -0.227
H 2.893 0.790 -3.300 2.561 -0.186 2.998

---

No. 3
83
Properties=species:S:1:pos:R:3:forces:R:3 method="wB97M-V/def2-TZVPD" homo_ev="-12.1 / -12.1" molar_mass_g_mol=673.16 e_tot_ev=-69743.49194 homo_lumo_gap_ev="5.89 / 2.73" lumo_ev="-6.188 / -9.346" charge=+2 spin_multiplicity=5 s_squared=6.03
Pd -0.357 -1.274 2.976 0.759 -1.187 -0.199
C -0.951 -4.085 -2.248 0.906 -0.162 0.368
C 0.027 -3.443 -1.579 -0.953 -0.783 -0.113
C 0.324 -1.973 -1.556 0.709 -0.212 -0.123
C -0.587 -1.052 -0.769 -0.180 0.795 -0.407
C -1.952 -0.733 -1.341 -0.419 -0.399 1.265
C -2.642 -1.304 -2.325 -0.468 0.674 -0.186
C -2.144 -2.097 -3.492 -0.324 -0.273 -0.758
C -1.900 -3.597 -3.299 -0.175 -0.075 -0.239
C -2.342 -1.347 3.136 -2.390 0.059 -0.590
H -0.971 -5.184 -2.153 0.051 0.501 -0.003
H 0.745 -4.054 -1.019 -0.442 0.093 -0.048
H 0.446 -1.622 -2.589 0.062 0.208 0.350
H 1.295 -1.903 -1.050 -0.045 0.155 -0.347
H -0.644 -1.387 0.289 -0.376 -0.209 -0.395
H -0.078 -0.085 -0.668 0.265 0.086 -0.116
H -2.497 0.002 -0.723 0.044 -0.466 -0.101
H -3.717 -1.050 -2.412 0.717 0.131 0.166
H -1.278 -1.606 -3.961 -0.145 -0.175 0.306
H -2.955 -2.029 -4.250 0.612 -0.044 0.287
H -2.880 -4.098 -3.199 0.426 0.075 0.087
H -1.467 -3.971 -4.243 -0.320 0.002 0.165
H -2.724 -2.361 3.375 0.460 0.795 0.235
H -2.316 -1.277 2.016 -0.145 0.103 0.257
H -2.980 -0.535 3.543 0.771 -0.475 0.043
P -0.603 2.534 0.935 0.025 3.453 -0.179
P 2.724 0.878 0.366 3.247 2.004 -1.754
N -1.703 3.245 -0.319 -1.132 -0.837 -0.410
N -0.697 4.034 1.880 0.181 -0.682 0.747
N 2.935 1.152 -1.370 -0.721 -1.041 -0.442
N 4.479 1.221 0.707 -0.535 -0.268 1.181
C 0.905 3.049 0.031 0.612 -0.356 -0.170
C 2.220 2.617 0.723 -0.425 0.176 0.372
C -3.057 2.910 -0.444 2.024 0.094 0.318
C -3.646 3.750 -1.390 0.967 1.973 -1.295
C -2.628 4.648 -1.841 -2.497 -1.219 0.339
C -1.459 4.306 -1.179 0.378 -1.047 1.024
C -1.019 4.042 3.239 0.044 1.242 -0.155
C -1.002 5.357 3.695 0.161 -0.721 -0.668
C -0.631 6.191 2.589 -0.149 -1.111 -0.428
C -0.453 5.358 1.492 -0.170 0.090 0.774
C 2.951 0.090 -2.290 0.060 0.654 -0.578
C 3.090 0.595 -3.577 -0.108 -0.549 1.010
C 3.162 2.013 -3.456 -0.066 0.153 0.832
C 3.068 2.328 -2.111 -0.189 -0.235 -0.590
C 5.463 1.868 -0.050 0.421 -0.177 0.633
C 6.598 2.042 0.734 -1.379 -0.401 -0.024
C 6.292 1.540 2.042 -0.984 -0.112 -0.405
C 4.983 1.079 2.009 0.853 0.202 -0.714
H 0.979 4.145 -0.072 -0.336 -0.608 0.124
H 0.828 2.630 -0.983 0.208 -0.018 0.154
H 3.028 3.315 0.414 -0.408 -0.629 0.362
H 2.148 2.661 1.830 -0.007 0.284 -0.468
H -3.474 2.090 0.131 0.037 0.220 -0.092
H -4.677 3.727 -1.714 0.132 -0.004 0.071
H -2.716 5.450 -2.547 -0.124 0.074 -0.192
H -0.473 4.736 -1.288 -0.256 -0.172 -0.109
H -1.205 3.108 3.743 -0.108 0.091 0.094
H -1.229 5.690 4.698 0.082 -0.105 -0.089
H -0.498 7.268 2.579 -0.089 -0.282 0.052
H -0.157 5.616 0.487 0.013 0.089 0.319
H 2.866 -0.934 -1.942 0.143 0.309 -0.120
H 3.134 -0.003 -4.489 0.027 0.311 0.414
H 3.279 2.734 -4.258 -0.016 -0.179 0.205
H 3.052 3.299 -1.636 0.176 -0.167 -0.140
H 5.283 2.163 -1.069 0.074 -0.201 -0.037
H 7.529 2.480 0.407 -0.111 -0.045 0.000
H 6.953 1.523 2.898 -0.135 0.017 -0.085
H 4.352 0.677 2.786 0.124 -0.168 0.052
C -0.616 -6.225 1.093 1.304 -2.196 -1.113
Si -1.467 -4.776 2.021 -2.749 -0.309 -0.336
C -2.988 -4.648 0.847 0.321 0.429 -0.247
C -2.207 -5.928 3.363 0.531 -0.403 0.869
O -0.698 -3.445 2.386 0.690 0.264 0.184
H -1.273 -7.099 1.260 0.153 0.727 0.066
H 0.381 -6.497 1.462 -0.212 0.475 0.310
H -0.546 -6.076 0.010 -0.179 0.645 0.280
H -3.505 -5.622 0.826 0.330 0.266 0.129
H -3.709 -3.894 1.201 0.251 -0.119 -0.008
H -2.700 -4.394 -0.180 -0.103 0.033 0.212
H -1.468 -6.243 4.108 -0.126 0.057 -0.066
H -3.052 -5.473 3.892 0.171 0.301 -0.172
H -2.579 -6.837 2.862 0.172 0.515 0.058